ORCA calculation (ωB97M-V with the def2-TZVPD basis set) on a single C22H25FN2O2 molecule.

Computed properties:
Structure (SMILES): Cc1ccc(CNC(=O)[C@H]2CCC(=O)N(CCc3cccc(F)c3)C2)cc1
Relative energy (zero: lowest compared OMol25 entry of this formula, charge and spin) in kJ/mol: 5.1
HOMO level in eV: -9.018
Orbital gap in eV: 9.63
Net charge: 0
E in a.u.: -1213.24817

Geometry (Å):
C1 -3.9146 -2.8917 -1.0058
C2 -2.5093 -3.0971 -0.5337
C3 -1.4319 -2.7015 -1.3203
C4 -0.1334 -2.8735 -0.8816
C5 0.1253 -3.4430 0.3607
C6 1.5453 -3.5269 0.8580
N1 2.0408 -2.1777 1.0684
C7 2.9800 -1.6053 0.2830
O1 3.6956 -2.2299 -0.4690
C8 2.9928 -0.0827 0.3695
C9 4.3934 0.5242 0.2840
C10 4.3758 1.8812 -0.4413
C11 3.0527 2.6179 -0.3468
O2 2.9514 3.7925 -0.0562
N2 1.9878 1.8491 -0.6900
C12 0.6448 2.3750 -0.6544
C13 -0.0873 2.0292 0.6565
C14 -1.5518 2.3203 0.5249
C15 -2.0436 3.6061 0.7155
C16 -3.3901 3.8803 0.5540
C17 -4.2733 2.8757 0.1967
C18 -3.7711 1.6026 0.0073
F1 -4.6168 0.6060 -0.3410
C19 -2.4304 1.3075 0.1616
C20 2.1733 0.4270 -0.8283
C21 -0.9459 -3.8355 1.1496
C22 -2.2457 -3.6702 0.7036
H1 -3.9866 -3.0408 -2.0808
H2 -4.5959 -3.5762 -0.5068
H3 -4.2401 -1.8745 -0.7880
H4 -1.6165 -2.2573 -2.2883
H5 0.6959 -2.5704 -1.5058
H6 1.6002 -4.0921 1.7929
H7 2.2043 -3.9872 0.1179
H8 1.4601 -1.5896 1.6465
H9 2.4970 0.2472 1.2880
H10 5.0396 -0.1702 -0.2567
H11 4.7980 0.6453 1.2893
H12 4.5661 1.7296 -1.5069
H13 5.1565 2.5355 -0.0548
H14 0.0882 1.9698 -1.5054
H15 0.7181 3.4589 -0.7595
H16 0.3521 2.6130 1.4665
H17 0.0494 0.9679 0.8751
H18 -1.3629 4.3956 0.9957
H19 -3.7582 4.8830 0.7081
H20 -5.3268 3.0649 0.0673
H21 -2.0869 0.2954 0.0039
H22 1.1948 -0.0564 -0.8705
H23 2.7123 0.1874 -1.7525
H24 -0.7633 -4.2798 2.1180
H25 -3.0680 -3.9872 1.3287